1.
The following is a quantum chemistry calculation of the molecule C4H3NO2 at a distorted geometry, from the OMol25 dataset.

XYZ file:
```
10
Properties=species:S:1:pos:R:3:forces:R:3
O 1.27442 2.04635 0.00244 -0.5 -0.3 0.5
C 0.29663 1.38930 0.22665 0.3 0.2 0.1
C -0.13815 -0.15967 -1.33353 -0.5 0.2 -1.1
N -0.68359 0.06904 -2.32644 0.6 -0.4 0.7
O -1.50690 -1.63692 0.43661 0.5 0.3 0.3
C -0.43338 -1.24311 0.80677 -0.4 0.0 -0.1
C 0.36826 -0.16799 0.03780 0.1 0.0 -0.2
H -0.69984 1.84215 0.37230 0.1 -0.2 0.2
H 0.08991 -1.73218 1.65050 0.0 0.3 0.0
H 1.43263 -0.40698 0.12691 -0.1 0.0 -0.3
```
Positions in Å, forces in eV/Å.

Calculated values
- HOMO (eV) = -10.8
- gap between HOMO and LUMO (eV) = 10.55
- LUMO level (eV) = -0.26
- multiplicity = 1

=====

2.
The following is a quantum chemistry calculation of the molecule C4H5NO5 at a distorted geometry, from the OMol25 dataset.

XYZ file:
```
15
Properties=species:S:1:pos:R:3:forces:R:3
C 1.54427 2.36505 0.35346 0.8 -1.7 0.1
C -0.19505 0.75699 0.21914 -0.8 0.2 -1.1
C 0.01961 1.08028 -1.25486 3.4 1.9 3.0
C 0.20356 -0.66888 0.51043 -2.9 -1.0 1.5
N -0.48582 2.36289 -1.76365 1.0 -3.5 -0.5
O 2.28827 3.08671 0.92883 -0.3 0.8 0.7
O -0.97101 3.11566 -1.01178 -1.3 2.4 1.5
O -0.29518 2.41162 -2.93706 -0.2 1.4 -2.3
O 0.51240 1.68923 0.96488 0.7 1.1 0.9
O 1.79288 1.95295 -0.87135 -3.7 -1.9 -1.6
H -1.24508 0.97829 0.50964 0.3 -0.5 -0.6
H 0.16311 0.34014 -2.00914 0.1 -0.2 -0.4
H -0.10181 -1.36962 -0.28510 -0.4 0.3 0.3
H -0.27249 -1.01031 1.51912 1.0 0.5 -1.9
H 1.22776 -0.77904 0.55774 2.3 0.0 0.3
```
Positions in Å, forces in eV/Å.

Calculated values
- HOMO (alpha / beta) (eV) = -10.9 / -10.9
- gap between HOMO and LUMO (alpha / beta) (eV) = 8.69 / 8.69
- LUMO level (alpha / beta) (eV) = -2.20 / -2.20
- multiplicity = 1

=====

3.
The following is a quantum chemistry calculation of the molecule C15H10BrN5 at a distorted geometry, from the OMol25 dataset.

XYZ file:
```
31
Properties=species:S:1:pos:R:3:forces:R:3
Br 1.68065 -0.81501 -2.73571 0.9 0.7 0.6
N -0.10305 -2.39470 -0.82031 2.5 -0.7 0.2
N 0.06313 0.91268 0.84972 2.3 -1.6 -1.7
N -2.29502 -2.20191 -0.44105 0.6 0.4 0.5
C -1.27327 -2.97334 -0.95472 -0.1 1.3 -0.1
C 0.57882 -0.14397 0.26326 -0.2 -0.9 0.0
C -1.66551 -1.12681 0.06138 -0.7 -0.3 -0.9
C 4.73318 0.73471 -0.21791 -2.8 -1.1 -1.0
C -3.01141 2.78428 1.11474 -0.7 -0.8 -0.4
C 4.08788 0.86790 1.00781 0.0 0.3 -0.1
C -3.99787 1.76471 0.88601 0.5 1.5 0.4
C 4.00414 0.15874 -1.33365 1.8 1.8 1.6
C -1.70123 2.43386 1.04962 -0.5 0.7 0.2
C 2.80702 0.41239 1.18552 -0.9 -0.9 -1.5
C -3.60286 0.48738 0.57014 0.1 -0.1 0.3
C 2.69905 -0.20862 -1.17937 -0.8 -1.1 -0.8
C -1.25947 1.13906 0.83134 -2.0 -1.2 -0.9
C 2.10521 -0.15638 0.04442 -1.9 1.3 3.3
C -2.23707 0.15743 0.44853 1.4 0.0 1.3
N -1.40919 -4.16277 -1.68886 -1.8 1.3 3.3
N -0.27433 -1.23497 -0.12954 -2.2 1.0 0.1
H 5.67202 1.19894 -0.23178 1.3 0.3 -0.9
H -3.12665 3.85567 1.33196 -1.0 -0.7 -0.3
H 4.51144 1.51641 1.77204 0.3 -0.5 0.1
H -5.04798 2.04197 0.94342 0.1 -0.3 0.1
H 4.32776 0.26813 -2.33961 0.8 -0.3 -0.5
H -1.06949 3.28354 1.05686 1.3 0.2 0.5
H 2.31375 0.54341 2.15383 -0.1 -0.1 -0.6
H -4.34883 -0.28781 0.56640 -0.1 -0.2 -0.6
H -0.84175 -4.23423 -2.46836 0.9 -0.4 -1.6
H -2.31905 -4.62067 -1.59614 0.8 0.4 -0.6
```
Positions in Å, forces in eV/Å.

Calculated values
- HOMO (eV) = -8.6
- gap between HOMO and LUMO (eV) = 8.46
- LUMO level (eV) = -0.11
- multiplicity = 1

=====

Values of energy above the lowest of the compared OMol25 structures with the same formula, charge and spin, in order: 47.49 127.03 1.37, all in kcal/mol.